[1]
The following is a DFT calculation (ωB97M-V/def2-TZVPD) of a cluster of 9 separate species, C39H69Cl16N2O3 in total.

The geometry in XYZ format:
```
129
C39H69Cl16N2O3 | the OMol25 dataset | ωB97M-V/def2-TZVPD
C 2.307 5.200 -1.298
C 2.197 6.099 0.074
C 0.683 6.159 0.726
C -0.479 6.706 -0.291
C -1.203 5.494 -1.188
C -2.833 5.474 -1.064
C -3.460 4.474 0.061
C -2.386 3.755 1.063
C -1.721 2.364 0.481
C -0.163 2.325 1.047
C 0.420 0.811 1.289
C 0.731 0.655 2.903
C -0.736 0.446 3.636
C -0.607 -0.964 4.517
C -1.853 -1.189 5.561
C -3.314 -1.425 4.850
C -3.313 -2.605 3.692
C -4.625 -2.477 2.716
C -4.477 -1.327 1.531
C -3.409 -1.923 0.438
N -3.083 -0.981 -0.707
C -2.025 -1.747 -1.521
C -0.681 -0.837 -1.754
C 0.057 -1.258 -3.195
O -0.677 -1.218 -4.317
N 1.526 -1.605 -3.098
C 1.923 -2.755 -3.997
C 2.868 -2.350 -5.316
C 3.392 -3.528 -6.327
C 2.996 -5.101 -6.044
C 2.054 -5.530 -4.761
C 1.520 -4.353 -3.729
C -4.286 -0.683 -1.576
C -5.013 0.769 -1.250
O -5.826 1.015 -0.219
O -4.774 1.874 -2.219
H 1.532 4.325 -1.376
H 3.385 4.690 -1.297
H 2.282 5.927 -2.225
H 2.870 5.538 0.885
H 2.650 7.181 -0.011
H 0.727 6.931 1.630
H 0.481 5.108 1.200
H -1.334 7.327 0.211
H 0.067 7.453 -1.046
H -0.666 4.471 -1.007
H -0.960 5.788 -2.319
H -3.305 5.152 -2.112
H -3.210 6.578 -0.832
H -4.169 5.141 0.753
H -4.174 3.663 -0.416
H -3.000 3.432 2.035
H -1.612 4.553 1.428
H -2.340 1.402 0.726
H -1.617 2.529 -0.697
H 0.553 2.986 0.364
H -0.168 2.865 2.106
H -0.403 0.029 1.004
H 1.424 0.682 0.675
H 1.325 1.595 3.312
H 1.411 -0.300 3.120
H -1.600 0.344 2.848
H -0.948 1.318 4.397
H -0.373 -1.893 3.828
H 0.372 -0.812 5.181
H -1.934 -0.199 6.214
H -1.541 -2.052 6.294
H -4.038 -1.826 5.710
H -3.813 -0.422 4.465
H -3.443 -3.631 4.288
H -2.293 -2.696 3.123
H -4.771 -3.511 2.183
H -5.586 -2.273 3.379
H -4.140 -0.280 1.950
H -5.531 -1.287 0.986
H -3.765 -2.979 0.022
H -2.388 -2.096 1.028
H -1.681 -2.729 -0.940
H -2.419 -2.109 -2.561
H 0.073 -1.129 -0.876
H -0.841 0.320 -1.662
H 2.145 -0.769 -3.205
H 3.162 -1.214 -5.504
H 4.091 -3.242 -7.241
H 3.389 -5.964 -6.742
H 1.765 -6.652 -4.506
H 0.867 -4.584 -2.781
H -4.032 -0.648 -2.741
H -5.110 -1.538 -1.477
C 6.512 -6.957 -6.270
Cl 6.236 -7.266 -7.989
Cl 5.335 -5.802 -5.634
H 6.420 -7.897 -5.721
H 7.517 -6.550 -6.139
C 0.981 -2.606 8.260
Cl 1.480 -2.393 6.577
Cl 0.171 -1.159 8.872
H 0.293 -3.453 8.322
H 1.866 -2.804 8.871
C 5.637 5.277 2.487
Cl 5.276 4.966 0.785
Cl 4.307 4.751 3.525
H 6.542 4.731 2.764
H 5.795 6.349 2.627
C 3.881 1.657 -5.296
Cl 4.236 0.872 -3.752
Cl 3.045 3.195 -5.050
H 4.819 1.843 -5.825
H 3.245 0.998 -5.892
C -3.773 -1.430 -5.958
Cl -4.134 -1.740 -7.661
Cl -5.104 -1.956 -4.920
H -2.868 -1.975 -5.681
H -3.615 -0.358 -5.818
C 7.276 3.556 -5.065
Cl 7.000 3.247 -6.784
Cl 6.099 4.711 -4.429
H 7.185 2.616 -4.516
H 8.282 3.963 -4.934
C -4.999 -6.480 0.829
Cl -5.971 -5.578 1.997
Cl -3.284 -6.081 0.985
H -5.133 -7.550 1.005
H -5.332 -6.228 -0.181
C 3.160 -5.468 10.704
Cl 3.659 -5.255 9.022
Cl 2.351 -4.021 11.316
H 2.472 -6.315 10.767
H 4.045 -5.666 11.315
```

Properties
- Highest occupied orbital energy: -4.114 eV
- Net charge: -1
- LUMO energy: 1.510 eV

=====

[2]
The following is a DFT calculation (ωB97M-V/def2-TZVPD) of a cluster of 3 separate species, C39H69ClF2N4O8PS in total.

The geometry in XYZ format:
```
125
C39H69ClF2N4O8PS | the OMol25 dataset | ωB97M-V/def2-TZVPD
C 5.395 -1.484 3.849
C 6.050 -2.578 2.841
O 5.131 -3.655 2.554
C 5.702 -4.496 1.516
C 4.545 -5.370 0.769
O 3.236 -4.866 1.113
C 2.241 -5.110 0.109
C 1.662 -3.930 -0.778
C 1.647 -4.549 -2.294
C 3.082 -4.837 -2.923
O 3.151 -5.330 -4.079
C 0.055 -3.894 -0.410
F -0.730 -3.172 -1.362
C -0.213 -3.468 1.132
C -1.744 -3.133 1.461
N 0.815 -2.482 1.617
P 0.491 -1.706 3.196
N 2.086 -1.683 4.019
O 0.084 -0.055 3.119
C 1.364 -1.568 0.513
C 0.247 -0.570 -0.005
C 0.541 0.991 0.107
C -0.561 1.941 -0.563
C -0.423 3.493 -0.589
C 0.818 4.215 0.047
C 1.887 3.267 0.731
C 3.211 3.846 1.417
C 1.736 1.697 0.749
C 2.139 -2.429 -0.640
Cl 3.949 -2.208 -0.173
S 2.226 -1.442 -2.299
O 2.519 0.042 -2.017
O 0.978 -1.502 -3.126
F 3.647 -1.858 -3.262
H 6.176 -1.028 4.558
H 4.622 -2.032 4.498
H 4.908 -0.649 3.234
H 7.039 -2.944 3.307
H 6.351 -1.989 1.895
H 6.250 -3.813 0.770
H 6.490 -5.198 1.975
H 4.785 -5.317 -0.352
H 4.663 -6.465 1.098
H 2.663 -5.992 -0.520
H 1.375 -5.644 0.677
H 1.175 -5.600 -2.136
H 0.936 -4.022 -3.005
H 4.055 -4.662 -2.343
H -0.310 -4.992 -0.474
H -0.007 -4.434 1.741
H -1.976 -3.021 2.583
H -2.348 -4.068 1.134
H -2.189 -2.275 0.830
H 1.659 -3.079 1.826
H 2.380 -0.682 4.094
H 2.810 -2.092 3.389
H -0.866 -0.001 3.409
H 2.149 -0.936 1.085
H -0.180 -0.747 -1.048
H -0.669 -0.710 0.699
H -1.471 1.462 -1.061
H -1.234 4.112 -1.108
H 0.933 5.352 0.002
H 4.091 3.632 0.695
H 3.477 3.320 2.398
H 3.132 4.988 1.512
H 2.548 1.087 1.252
C 1.734 9.954 -3.909
C 2.472 8.991 -2.936
C 3.970 8.868 -3.315
C 4.264 7.938 -4.488
C 3.561 6.598 -4.314
C 2.048 6.757 -4.074
N 1.753 7.678 -2.933
O 2.072 7.029 -1.782
C 1.387 7.266 -5.378
C 1.413 5.360 -3.869
C 2.419 9.721 -1.565
H 0.720 9.607 -4.131
H 1.603 10.952 -3.481
H 2.267 10.086 -4.852
H 4.534 8.496 -2.452
H 4.377 9.858 -3.540
H 3.964 8.412 -5.429
H 5.343 7.777 -4.562
H 3.740 5.980 -5.202
H 4.024 6.060 -3.478
H 0.312 7.425 -5.239
H 1.507 6.535 -6.183
H 1.812 8.193 -5.763
H 1.855 4.813 -3.031
H 1.555 4.734 -4.754
H 0.335 5.441 -3.693
H 1.392 9.815 -1.203
H 2.837 10.727 -1.652
H 3.011 9.212 -0.799
C -7.060 -6.064 2.428
C -6.693 -4.704 3.089
C -7.876 -4.167 3.934
C -8.989 -3.499 3.133
C -8.423 -2.482 2.151
C -7.344 -3.090 1.235
N -6.256 -3.758 2.015
O -5.502 -2.785 2.595
C -8.019 -4.089 0.265
C -6.791 -1.991 0.296
C -5.558 -5.061 4.089
H -6.642 -6.149 1.420
H -6.647 -6.914 2.978
H -8.138 -6.224 2.369
H -7.503 -3.430 4.655
H -8.307 -4.980 4.526
H -9.581 -4.255 2.608
H -9.679 -2.998 3.819
H -9.241 -2.069 1.549
H -8.011 -1.635 2.714
H -7.279 -4.570 -0.384
H -8.734 -3.574 -0.384
H -8.590 -4.876 0.757
H -6.365 -1.144 0.841
H -7.586 -1.583 -0.335
H -6.018 -2.394 -0.367
H -4.664 -5.414 3.568
H -5.884 -5.852 4.770
H -5.279 -4.213 4.721
```

Properties
- Highest occupied orbital energy (alpha / beta): -10.227 / -10.289 eV
- Net charge: +1
- LUMO energy (alpha / beta): -4.130 / -4.130 eV
- 2S+1: 3
- ΔE to the lowest compared entry with this formula, charge and spin: 1011.3 kJ/mol
- ⟨S²⟩: 2.01

=====

| no. | molar mass (g/mol) | E (hartree) |
| --- | --- | --- |
| 1 | 1181.24 | -9224.9643 |
| 2 | 858.49 | -3747.0601 |